Entry from the Open Molecules 2025 dataset: 4 unconnected molecules or ions with the total composition C2H13NO3 at a distorted geometry (the ωB97M-V functional and the def2-TZVPD basis).

XYZ file:
```
19
Properties=species:S:1:pos:R:3:forces:R:3:lowdin_charge:R:1
C -0.647145 0.178616 -2.453772 -1.02 -0.02 0.24 -0.1462
N -1.683551 0.704359 -1.549933 0.56 -0.89 -1.10 -0.1871
C -2.399399 -0.385214 -0.916658 -0.55 1.29 1.28 -0.1699
H -1.161286 -0.329439 -3.277455 0.08 0.46 -0.29 0.0721
H -0.072838 -0.644915 -2.013140 0.47 0.39 0.32 0.0682
H -0.045259 1.018165 -2.790228 0.26 -0.30 -0.24 0.0722
H -1.314986 1.409070 -0.933837 0.06 -0.31 0.36 0.0767
H -1.794981 -1.225752 -0.554115 0.18 0.02 -0.25 0.0703
H -2.863655 0.074371 -0.031313 -0.14 -0.43 -0.05 0.0743
H -3.223786 -0.735093 -1.534806 0.13 -0.20 -0.24 0.0709
H -0.040210 0.692125 2.067093 -0.05 0.35 -0.11 0.0331
H 0.897068 1.193847 0.913738 -0.28 0.03 0.01 0.0013
O 0.714600 0.467400 1.520898 0.28 -0.36 0.00 -0.0545
H 3.153348 2.469377 -0.956347 0.01 -0.08 0.21 0.0438
H 2.980699 1.756736 0.415815 0.27 0.05 -0.11 0.0394
O 2.535880 1.972813 -0.409239 -0.30 -0.02 0.01 -0.0550
H 0.431608 -2.983731 3.934710 0.12 -0.23 0.23 0.0294
H 0.314629 -2.263395 2.641676 0.12 0.20 -0.43 0.0154
O 0.825206 -2.960182 3.059037 -0.20 0.05 0.18 -0.0544
```
Positions in Å, forces in eV/Å.

Summary:
Energy above the lowest of the compared OMol25 structures with the same formula, charge and spin ... 140.3 kJ/mol
HOMO level ... -8.56 eV
SMILES string ... CNC.O.O.O
Multiplicity ... 1
Molecular weight ... 99.13 g mol⁻¹
Orbital gap ... 9.06 eV